Version a
Below is a cluster of 4 separate species, CH10O3 in total, with properties calculated with ωB97M-V with the def2-TZVPD basis set.

Last column: Mulliken charge in e.
Atoms and positions in Å:
C1 -1.43 -0.23 0.71  -0.88
H1 -1.71 0.71 1.17  0.28
H2 -2.25 -0.53 0.06  0.29
H3 -1.48 -1.01 1.47  0.30
H4 -0.51 -0.15 0.14  0.02
O1 -0.20 2.26 -1.32  -0.66
H5 -0.35 1.98 -0.41  0.32
H6 -0.82 1.68 -1.79  0.34
O2 0.91 -0.69 -1.65  -0.62
H7 1.26 -1.41 -1.13  0.27
H8 1.34 0.15 -1.43  0.35
O3 1.74 -0.72 1.71  -0.63
H9 1.12 -1.41 1.46  0.31
H10 2.39 -0.64 1.01  0.30

As for the SMILES: C.O.O.O. The gap between HOMO and LUMO comes out at 11.98 eV. Its lowest unoccupied orbital energy is 0.3828 eV. As for the total charge: 0.

***

Version b
Below is a cluster of 4 separate species, CH10O3 in total, with properties calculated with ωB97M-V with the def2-TZVPD basis set.

Last column: Mulliken charge in e.
Atoms and positions in Å:
C1 2.20 5.10 -3.19  -0.89
H1 2.83 5.72 -2.55  0.22
H2 2.55 4.07 -3.23  0.22
H3 2.25 5.46 -4.21  0.23
H4 1.19 5.18 -2.78  0.22
O1 -0.16 -1.84 2.34  -0.65
H5 0.01 -2.67 2.79  0.31
H6 0.39 -1.20 2.83  0.34
O2 -4.11 -3.45 -1.00  -0.64
H7 -4.03 -4.30 -0.56  0.32
H8 -3.37 -2.90 -0.71  0.33
O3 1.80 0.24 1.73  -0.65
H9 1.96 -0.34 0.97  0.33
H10 2.64 0.67 1.98  0.32

As for the SMILES: C.O.O.O. The gap between HOMO and LUMO comes out at 12.00 eV. Its lowest unoccupied orbital energy is 0.6913 eV. As for the total charge: 0.

***

Energies, relative to the best one, in kJ/mol: version a 9.2; version b 0.0.

***

Version a
Below is a cluster of 2 separate species, CH6S in total, with properties calculated with ωB97M-V with the def2-TZVPD basis set.

Last column: Mulliken charge in e.
Atoms and positions in Å:
C1 -1.15 -0.47 0.65  -0.91
H1 -1.37 -0.78 -0.40  0.23
H2 -1.71 0.46 0.76  0.25
H3 -1.63 -1.09 1.38  0.27
H4 -0.03 -0.58 0.87  0.16
S1 2.41 0.82 -1.53  -0.25
H5 1.44 0.01 -1.19  0.11
H6 2.05 1.63 -0.53  0.14

As for the SMILES: C.S. The gap between HOMO and LUMO comes out at 10.71 eV. Its lowest unoccupied orbital energy is 0.9262 eV. As for the total charge: 0.

***

Version b
Below is a cluster of 2 separate species, CH6S in total, with properties calculated with ωB97M-V with the def2-TZVPD basis set.

Last column: Mulliken charge in e.
Atoms and positions in Å:
C1 -2.60 0.63 -0.36  -0.93
H1 -3.24 1.16 -1.06  0.26
H2 -1.65 1.14 -0.31  0.20
H3 -3.04 0.58 0.63  0.24
H4 -2.47 -0.36 -0.78  0.23
S1 1.47 -0.35 0.26  -0.28
H5 0.19 -0.67 0.02  0.12
H6 1.73 -0.34 -1.05  0.15

As for the SMILES: C.S. The gap between HOMO and LUMO comes out at 10.74 eV. Its lowest unoccupied orbital energy is 0.9436 eV. As for the total charge: 0.

***

Energies, relative to the best one, in kJ/mol: version a 26.0; version b 0.0.

***

Version a
Below is an isolated molecule of C5H6N2O, with properties calculated with ωB97M-V with the def2-TZVPD basis set.

Last column: Mulliken charge in e.
Atoms and positions in Å:
C1 1.54 -0.21 -0.32  -0.35
C2 1.12 0.86 -0.98  -0.32
O1 -0.12 1.44 -0.81  -0.36
C3 -0.55 1.32 0.46  0.09
N1 -1.15 0.31 1.00  -0.31
N2 -1.53 -0.79 0.25  -0.40
C4 -0.55 -1.58 -0.01  -0.07
C5 0.82 -1.33 0.43  -0.64
H1 2.49 -0.50 -0.54  0.37
H2 1.78 1.39 -1.61  0.41
H3 -0.10 2.13 1.15  0.38
H4 -0.87 -2.38 -0.64  0.45
H5 1.40 -2.22 0.33  0.36
H6 0.80 -1.02 1.42  0.39

As for the SMILES: C1=C\O/C=N\N=C/C/1. The gap between HOMO and LUMO comes out at 10.50 eV. Its lowest unoccupied orbital energy is 0.9212 eV. As for the total charge: 0.

***

Version b
Below is a structure of composition C5H6N2O, with properties calculated with ωB97M-V with the def2-TZVPD basis set.

Last column: Mulliken charge in e.
Atoms and positions in Å:
C1 1.06 -0.01 0.48  0.59
C2 1.05 0.20 -1.00  -0.71
C3 -0.47 -0.20 -0.91  0.21
C4 -1.71 -0.67 -1.27  -0.49
C5 -0.43 -0.56 0.44  0.09
H1 1.49 1.78 1.99  0.25
H2 -0.06 1.00 2.11  0.27
H3 1.78 -0.73 0.79  0.34
H4 1.11 1.32 -1.48  0.25
H5 1.71 -0.48 -1.59  0.24
H6 -2.55 -0.59 -1.97  0.37
N1 0.60 1.23 1.32  -0.79
N2 -1.45 -1.07 1.08  -0.51
O1 -2.14 -1.24 0.00  -0.11

The gap between HOMO and LUMO comes out at 10.43 eV. Its lowest unoccupied orbital energy is 0.8328 eV. As for the total charge: 0.

***

Version c
Below is an isolated molecule of C5H6N2O, with properties calculated with ωB97M-V with the def2-TZVPD basis set.

Last column: Mulliken charge in e.
Atoms and positions in Å:
C1 1.64 0.75 -0.03  -0.89
N1 2.33 -0.42 -0.01  0.25
N2 1.51 -1.50 0.00  -0.86
C2 0.29 -0.98 0.00  0.41
C3 0.30 0.43 0.00  0.61
C4 -1.13 0.86 0.00  -0.44
C5 -1.86 -0.49 -0.03  -0.30
O1 -0.92 -1.56 -0.01  -0.40
H1 2.13 1.71 -0.03  0.43
H2 3.33 -0.52 0.02  0.20
H3 -1.34 1.47 0.90  0.21
H4 -1.42 1.53 -0.82  0.23
H5 -2.38 -0.65 0.92  0.24
H6 -2.49 -0.62 -0.91  0.29

As for the SMILES: c1[nH]nc2c1CCO2. The gap between HOMO and LUMO comes out at 9.41 eV. Its lowest unoccupied orbital energy is 0.9568 eV. As for the total charge: 0.

***

Energies, relative to the best one, in kJ/mol: version a 184.1; version b 511.6; version c 0.0.

***

Version a
Below is an isolated molecule of C5H6N2O, with properties calculated with ωB97M-V with the def2-TZVPD basis set.

Last column: Mulliken charge in e.
Atoms and positions in Å:
C1 -0.84 -0.84 1.36  -0.12
C2 0.45 -0.93 1.09  -0.41
C3 0.93 0.04 -0.02  -0.23
C4 1.45 -0.05 -1.42  -0.30
N1 0.05 -0.02 -1.21  -0.05
N2 -0.87 1.06 -1.17  -0.57
C5 -1.65 0.93 -0.19  0.11
O1 -1.78 0.05 0.83  -0.39
H1 -1.26 -1.27 2.28  0.36
H2 1.01 -1.58 1.81  0.27
H3 1.04 1.05 0.30  0.34
H4 1.79 -0.90 -1.87  0.26
H5 2.07 0.80 -1.69  0.29
H6 -2.40 1.65 -0.10  0.45

As for the SMILES: C1=C[C@H]2CN2N=CO1. The gap between HOMO and LUMO comes out at 9.74 eV. Its lowest unoccupied orbital energy is 1.0376 eV. As for the total charge: 0.

***

Version b
Below is an isolated molecule of C5H6N2O, with properties calculated with ωB97M-V with the def2-TZVPD basis set.

Last column: Mulliken charge in e.
Atoms and positions in Å:
O1 -0.73 -3.22 2.34  -0.40
C1 -0.19 -2.60 1.51  0.71
C2 0.41 -1.84 0.65  -0.94
C3 0.46 -0.38 0.65  -0.24
C4 0.70 0.53 -0.53  -0.81
C5 -0.67 0.36 -0.03  0.83
N1 -1.82 -0.15 -0.62  -0.51
N2 -1.79 1.17 0.09  -0.57
H1 0.82 -2.28 -0.22  0.35
H2 0.83 0.03 1.53  0.54
H3 0.99 1.49 -0.23  0.25
H4 0.96 0.39 -1.60  0.29
H5 -1.81 0.04 -1.60  0.26
H6 -2.37 1.17 0.96  0.27

As for the SMILES: O=C=C[C@H]1CC12NN2. The gap between HOMO and LUMO comes out at 9.47 eV. Its lowest unoccupied orbital energy is 0.8751 eV. As for the total charge: 0.

***

Energies, relative to the best one, in kJ/mol: version a 0.0; version b 24.9.

***

Version a
Below is a cluster of 2 separate species, CH3O3P in total, with properties calculated with ωB97M-V with the def2-TZVPD basis set.

Last column: Mulliken charge in e.
Atoms and positions in Å:
C1 -0.71 0.00 -0.57  -0.62
O1 2.09 -1.55 1.10  -0.32
O2 -0.29 0.53 0.79  -0.10
O3 -1.08 1.63 1.20  -0.21
P1 2.17 -0.38 0.31  0.32
H1 -0.45 -1.07 -0.72  0.30
H2 -0.04 0.63 -1.19  0.31
H3 -1.69 0.20 -0.92  0.32

The gap between HOMO and LUMO (alpha / beta) comes out at 11.23 / 5.59 eV. Its lowest unoccupied orbital energy (alpha / beta) is -0.2680 / -1.6492 eV. As for the total charge: 0.

***

Version b
Below is a cluster of 2 separate species, CH3O3P in total, with properties calculated with ωB97M-V with the def2-TZVPD basis set.

Last column: Mulliken charge in e.
Atoms and positions in Å:
C1 -1.15 -0.03 -0.08  -0.46
O1 2.39 -1.25 -0.50  -0.29
O2 -0.44 1.05 -0.47  -0.14
O3 0.31 1.46 0.72  -0.32
P1 2.72 -0.17 0.35  0.49
H1 -0.54 -0.94 -0.24  0.18
H2 -1.93 -0.16 -0.79  0.26
H3 -1.36 0.04 1.00  0.27

The gap between HOMO and LUMO (alpha / beta) comes out at 8.93 / 6.21 eV. Its lowest unoccupied orbital energy (alpha / beta) is -1.2002 / -1.5030 eV. As for the total charge: 0.

***

Energies, relative to the best one, in kJ/mol: version a 35.8; version b 0.0.

***

Version a
Below is a cluster of 2 separate species, C9H9N3O2 in total, with properties calculated with ωB97M-V with the def2-TZVPD basis set.

Last column: Mulliken charge in e.
Atoms and positions in Å:
O1 -0.41 -4.52 -1.79  -0.66
C1 0.00 -3.77 -0.84  0.70
C2 0.27 -4.16 0.55  -0.65
C3 1.32 -3.52 1.21  -0.11
N1 1.78 -2.33 0.72  -0.08
C4 1.18 -1.68 -0.50  0.33
O2 1.61 -0.58 -0.98  -0.61
N2 0.37 -2.52 -1.14  -0.16
H1 -0.24 -5.18 0.67  0.32
H2 1.61 -3.60 2.22  0.38
H3 2.52 -1.82 1.16  0.22
H4 0.51 -2.55 -2.30  0.33
C5 0.08 2.67 -0.12  -0.04
C6 -1.16 1.98 0.19  -0.54
C7 -2.23 2.77 0.45  -0.34
N3 -2.26 4.07 0.32  -0.54
C8 -1.12 4.65 -0.02  -0.04
C9 0.14 4.07 0.00  -0.63
H5 0.84 1.97 -0.45  0.37
H6 -1.20 1.01 0.11  0.60
H7 -3.27 2.53 0.61  0.42
H8 -1.27 5.78 -0.06  0.33
H9 0.92 4.75 -0.01  0.39

As for the SMILES: O=c1cc[nH]c(=O)[nH]1.c1ccncc1. The gap between HOMO and LUMO comes out at 9.51 eV. Its lowest unoccupied orbital energy is -0.1106 eV. As for the total charge: 0.

***

Version b
Below is a cluster of 2 separate species, C9H9N3O2 in total, with properties calculated with ωB97M-V with the def2-TZVPD basis set.

Last column: Mulliken charge in e.
Atoms and positions in Å:
O1 5.09 -0.48 -0.09  -0.64
C1 3.84 -0.32 -0.21  0.47
C2 3.02 -1.41 -0.29  -0.40
C3 1.70 -1.28 -0.35  -0.04
N1 1.03 -0.11 0.13  0.04
C4 1.78 1.07 0.29  0.22
O2 1.23 2.08 0.68  -0.58
N2 3.17 0.87 -0.15  -0.16
H1 3.43 -2.40 -0.68  0.29
H2 1.08 -2.23 -0.49  0.30
H3 0.13 0.24 0.28  0.36
H4 3.72 1.58 0.16  0.26
C5 -4.93 -0.35 -0.30  -0.13
C6 -4.23 0.79 -0.73  -0.40
C7 -2.96 0.99 -0.52  -0.11
N3 -2.22 0.13 0.23  -0.29
C8 -2.90 -0.84 0.81  -0.23
C9 -4.14 -1.20 0.45  -0.43
H5 -6.02 -0.74 -0.54  0.28
H6 -4.76 1.54 -1.39  0.25
H7 -2.44 1.83 -1.05  0.32
H8 -2.30 -1.52 1.48  0.31
H9 -4.47 -2.00 1.09  0.33

As for the SMILES: O=c1cc[nH]c(=O)[nH]1.c1ccncc1. The gap between HOMO and LUMO comes out at 9.76 eV. Its lowest unoccupied orbital energy is 0.3854 eV. As for the total charge: 0.

***

Energies, relative to the best one, in kJ/mol: version a 96.8; version b 0.0.

***

Version a
Below is a cluster of 2 separate species, C9H9N3O2 in total, with properties calculated with ωB97M-V with the def2-TZVPD basis set.

Last column: Mulliken charge in e.
Atoms and positions in Å:
O1 0.47 -0.57 3.20  -0.63
C1 0.83 0.21 2.29  0.32
C2 0.03 0.36 1.05  -0.18
C3 0.35 1.30 0.14  0.10
N1 1.48 2.07 0.16  -0.17
C4 2.26 2.10 1.34  0.29
O2 3.00 3.12 1.56  -0.60
N2 1.93 1.04 2.29  -0.17
H1 -0.64 -0.39 0.73  0.67
H2 -0.37 1.28 -0.68  -0.07
H3 1.52 2.95 -0.47  0.31
H4 2.38 1.38 3.24  0.30
C5 -2.19 -2.41 -3.24  -0.26
C6 -2.19 -0.92 -3.15  -0.51
C7 -1.73 -0.31 -1.99  -0.28
N3 -1.24 -1.09 -0.93  -0.27
C8 -1.40 -2.37 -1.00  -0.07
C9 -1.90 -3.06 -2.08  -0.56
H5 -2.38 -2.81 -4.17  0.47
H6 -2.52 -0.25 -3.98  0.31
H7 -1.87 0.77 -1.75  0.41
H8 -1.05 -2.83 -0.01  0.34
H9 -2.32 -4.09 -1.77  0.25

As for the SMILES: O=c1cc[nH]c(=O)[nH]1.c1ccncc1. The gap between HOMO and LUMO comes out at 9.23 eV. Its lowest unoccupied orbital energy is 0.2242 eV. As for the total charge: 0.

***

Version b
Below is a cluster of 2 separate species, C9H9N3O2 in total, with properties calculated with ωB97M-V with the def2-TZVPD basis set.

Last column: Mulliken charge in e.
Atoms and positions in Å:
O1 0.64 2.93 -1.86  -0.60
C1 0.47 2.30 -0.78  0.42
C2 0.98 2.81 0.59  -0.44
C3 0.77 2.06 1.69  -0.08
N1 0.02 0.93 1.72  -0.06
C4 -0.92 0.78 0.60  0.16
O2 -1.91 0.07 0.74  -0.64
N2 -0.61 1.29 -0.64  0.02
H1 1.64 3.74 0.62  0.31
H2 1.01 2.62 2.73  0.22
H3 -0.28 0.54 2.66  0.32
H4 -1.40 1.22 -1.43  0.36
C5 0.75 -1.98 -1.52  -0.28
C6 1.54 -2.64 -0.55  -0.44
C7 0.79 -2.89 0.65  -0.17
N3 -0.60 -2.67 0.73  -0.55
C8 -1.17 -1.96 -0.15  0.05
C9 -0.57 -1.59 -1.37  -0.33
H5 1.24 -1.77 -2.54  0.27
H6 2.60 -2.99 -0.49  0.35
H7 1.27 -3.46 1.52  0.32
H8 -2.18 -1.27 0.30  0.33
H9 -1.26 -1.06 -2.07  0.46

As for the SMILES: O=c1cc[nH]c(=O)[nH]1.c1ccncc1. The gap between HOMO and LUMO comes out at 8.63 eV. Its lowest unoccupied orbital energy is 0.1714 eV. As for the total charge: 0.

***

Energies, relative to the best one, in kJ/mol: version a 0.0; version b 159.6.

***

Version a
Below is an isolated molecule of C5H9NS, with properties calculated with ωB97M-V with the def2-TZVPD basis set.

Last column: Mulliken charge in e.
Atoms and positions in Å:
C1 -0.74 1.80 0.31  -1.03
C2 -0.23 0.58 -0.51  0.17
C3 -1.34 -0.50 -0.21  -0.17
S1 -2.97 -0.59 -0.20  -0.25
C4 -0.27 -1.34 0.64  -0.41
N1 0.67 -0.30 0.37  -0.14
C5 1.92 -0.62 -0.39  -1.01
H1 -1.01 1.31 1.42  0.24
H2 -1.49 2.40 -0.22  0.32
H3 -0.05 2.74 0.60  0.29
H4 -0.33 0.63 -1.59  0.38
H5 -0.10 -2.34 0.09  0.31
H6 -0.64 -1.53 1.69  0.26
H7 2.39 0.34 -0.51  0.33
H8 1.69 -0.99 -1.37  0.40
H9 2.49 -1.59 -0.14  0.31

As for the SMILES: C[C@@H]1C(=S)CN1C. The gap between HOMO and LUMO comes out at 8.40 eV. Its lowest unoccupied orbital energy is -0.1394 eV. As for the total charge: 0.

***

Version b
Below is a structure of composition C5H9NS, with properties calculated with ωB97M-V with the def2-TZVPD basis set.

Last column: Mulliken charge in e.
Atoms and positions in Å:
C1 0.17 0.34 -0.21  1.00
C2 0.64 -0.57 0.92  -0.58
C3 0.95 -0.66 -1.09  -0.83
C4 -1.28 0.59 -0.56  -0.64
C5 -2.27 0.07 0.17  -0.73
H1 0.46 2.45 1.01  0.16
H2 -0.12 -1.25 1.58  0.25
H3 1.40 0.04 1.69  0.26
H4 2.53 -1.13 0.15  0.30
H5 1.60 -0.09 -1.81  0.34
H6 0.14 -1.24 -1.52  0.39
H7 -1.52 1.03 -1.49  0.40
H8 -3.31 0.28 -0.01  0.30
H9 -2.10 -0.39 1.17  0.16
N1 1.55 -1.35 0.02  -0.49
S1 1.16 1.85 -0.01  -0.29

The gap between HOMO and LUMO comes out at 9.59 eV. Its lowest unoccupied orbital energy is 0.8156 eV. As for the total charge: 0.

***

Energies, relative to the best one, in kJ/mol: version a 94.6; version b 0.0.